Entry 1:
ORCA calculation (the ωB97M-V functional and the def2-TZVPD basis) on 2 unconnected molecules or ions with the total composition C4H11NO.

ORCA input file:
```
! wB97M-V def2-TZVPD RIJCOSX def2/J DEFGRID3
* xyz 0 1
C 1.84618 0.49309 0.57068
C 1.47747 0.62345 -0.91348
C -0.05911 0.49385 -1.00389
N -0.58304 0.36494 0.38251
C 0.54086 0.13872 1.29635
H 2.22276 1.42951 0.97120
H 2.63541 -0.25244 0.68029
H 1.98728 -0.12783 -1.51498
H 1.79575 1.57562 -1.34435
H -0.52419 1.35420 -1.47580
H -0.30255 -0.40946 -1.56099
H -0.97295 1.28008 0.58640
H 0.53313 -0.87658 1.69740
H 0.41121 0.78255 2.16519
O -2.75693 -1.74273 -0.32331
H -2.09404 -1.04637 -0.19477
H -2.37737 -2.57118 -0.03037
*
```

Summary:
HOMO-LUMO gap   0.3783 hartree
Energy   -7863.747 eV
Relative energy (zero: lowest compared OMol25 entry of this formula, charge and spin)   77.8 kJ/mol
SMILES   C1CCNC1.O


Entry 2:
ORCA calculation (the ωB97M-V functional and the def2-TZVPD basis) on 3 unconnected molecules or ions with the total composition C35H52F5N3O7S.

ORCA input file:
```
! wB97M-V def2-TZVPD RIJCOSX def2/J DEFGRID3
* xyz 0 1
C -4.75316 2.52970 6.41270
O -5.83775 1.81610 7.05621
C -6.73697 1.23522 6.03873
C -7.56356 0.05552 6.73859
C -8.09517 -1.08160 5.71677
C -7.02209 -2.28353 5.68061
C -6.53076 -2.71687 4.21504
C -6.20311 -1.50125 3.21519
C -4.69511 -1.43755 2.69572
C -4.45979 -1.42404 1.13400
C -3.01095 -1.31343 0.61200
C -1.81779 -1.21650 1.61078
C -2.00572 -1.24511 3.14120
C -3.49005 -1.35149 3.67103
S -3.65089 -1.32180 5.53553
C -0.46441 -1.07185 0.75090
O 0.70273 -1.12742 1.18368
N -1.00933 -0.83481 -0.59051
C -0.40998 0.22197 -1.42118
F -0.66475 -0.02112 -2.82590
F 1.03127 0.27538 -1.32344
C -0.93588 1.69297 -1.12817
C -0.34847 2.86910 -1.99960
C -0.82212 4.35164 -1.79153
C -1.90999 4.74177 -0.73611
C -2.48577 3.56853 0.13543
C -3.61333 3.82124 1.25113
F -4.49462 2.67878 1.18881
F -3.07404 3.89206 2.55667
F -4.42414 4.94398 0.94453
C -1.98200 2.09500 -0.06553
C -2.40073 -1.23009 -0.85640
O -3.01340 -1.45225 -1.91882
H -3.73506 1.98965 6.49445
H -4.61354 3.52214 6.99026
H -4.97404 2.83045 5.32558
H -6.05844 0.90868 5.17891
H -7.39345 2.12263 5.68632
H -8.47082 0.55771 7.25536
H -6.91333 -0.35320 7.58801
H -8.33999 -0.64269 4.69203
H -9.07274 -1.48250 6.17747
H -7.55794 -3.20905 6.12782
H -6.18900 -2.02329 6.41352
H -7.29206 -3.45181 3.75854
H -5.55291 -3.32496 4.32122
H -6.47414 -0.46394 3.60506
H -6.85893 -1.66676 2.27452
H -5.33447 -1.46243 0.38868
H -1.13960 -1.17776 3.87404
H -2.93000 -0.19263 5.91215
H 0.45593 2.70905 -2.80171
H -0.36847 5.18984 -2.41751
H -2.28451 5.81117 -0.56685
H -2.43788 1.31746 0.62909
C 4.03212 -6.63251 -4.02563
O 2.75118 -6.08676 -3.75027
C 2.55085 -5.79433 -2.36583
C 2.46462 -4.28348 -2.14346
N 3.76369 -3.64373 -2.34867
C 3.69528 -2.18038 -2.39645
C 2.90833 -1.55313 -3.55908
O 3.50349 -1.76301 -4.83569
C 3.14483 -2.98639 -5.46040
H 4.04572 -6.95365 -5.06906
H 4.81403 -5.88039 -3.88840
H 4.23400 -7.50130 -3.39189
H 3.32241 -6.24617 -1.73232
H 1.59193 -6.24227 -2.08650
H 2.12341 -4.08990 -1.12239
H 1.71422 -3.89009 -2.83894
H 4.16168 -3.97156 -3.22150
H 4.72904 -1.82282 -2.45704
H 3.29254 -1.81195 -1.44625
H 2.91676 -0.46901 -3.40375
H 1.85295 -1.84564 -3.56215
H 2.13277 -3.30780 -5.20188
H 3.86926 -3.76549 -5.21452
H 3.19072 -2.83524 -6.54127
C 4.56960 5.28667 -1.83145
O 4.91023 4.12574 -1.09000
C 4.09322 2.99672 -1.40724
C 4.91531 1.92304 -2.12214
N 5.28535 2.35003 -3.47099
C 6.27630 1.47950 -4.11088
C 7.67032 1.41043 -3.46896
O 8.40322 2.62849 -3.54974
C 8.13956 3.54696 -2.49985
H 5.14101 6.12519 -1.42841
H 4.83383 5.16731 -2.88594
H 3.50349 5.51500 -1.73678
H 3.21000 3.27702 -1.99260
H 3.74053 2.58799 -0.45511
H 4.32794 1.00233 -2.18292
H 5.80396 1.72632 -1.51141
H 5.66686 3.28834 -3.42964
H 6.39571 1.84577 -5.13588
H 5.86292 0.46743 -4.18667
H 8.24997 0.67859 -4.04135
H 7.64475 1.03306 -2.44101
H 7.89205 3.04838 -1.55930
H 7.34421 4.23682 -2.78911
H 9.04109 4.14386 -2.34431
*
```

Summary:
HOMO-LUMO gap   0.2595 hartree
Energy   -80350.525 eV
Relative energy (zero: lowest compared OMol25 entry of this formula, charge and spin)   1052.4 kJ/mol
SMILES   COCCCCCCc1cc2c(cc1S)C(=O)N(C(F)(F)c1cccc(C(F)(F)F)c1)C2=O.COCCNCCOC.COCCNCCOC